1.
{
  "formula": "C51H55Ge2N7O5STi",
  "method": "ωB97M-V with the def2-TZVPD basis set",
  "elements": ["Ti", "C", "O", "C", "C", "C", "C", "C", "C", "N", "N", "C", "C", "O", "C", "C", "C", "C", "C", "C", "C", "C", "H", "H", "H", "H", "H", "H", "H", "H", "H", "H", "H", "H", "H", "N", "C", "C", "C", "C", "C", "C", "S", "O", "O", "N", "C", "N", "C", "C", "C", "N", "H", "H", "H", "H", "H", "H", "H", "H", "H", "O", "H", "H", "C", "Ge", "C", "C", "Ge", "C", "C", "C", "C", "C", "C", "C", "C", "C", "C", "C", "C", "H", "H", "H", "H", "H", "H", "H", "H", "H", "H", "H", "H", "H", "H", "H", "H", "H", "H", "H", "C", "N", "C", "C", "C", "C", "C", "C", "C", "C", "H", "H", "H", "H", "H", "H", "H", "H", "H", "H", "H", "H"],
  "coordinates": [[-0.1601, 0.7723, -0.1152], [2.1536, 1.8582, -2.9469], [1.3808, 0.7403, -2.4953], [0.5796, 0.1678, -3.4607], [1.0511, -0.2102, -4.7077], [0.1960, -0.7840, -5.6313], [-1.1467, -0.9619, -5.3279], [-1.6345, -0.5481, -4.1041], [-0.7746, 0.0068, -3.1598], [-1.2120, 0.5681, -1.9488], [-2.3608, 1.1248, -2.0128], [-2.5590, 2.2115, -1.2440], [-1.3993, 3.0095, -0.9986], [-0.2275, 2.4729, -1.0576], [-1.5773, 4.4100, -0.8075], [-2.8185, 4.9331, -0.6605], [-3.9981, 4.1311, -0.7658], [-5.2853, 4.6698, -0.5922], [-6.4006, 3.8899, -0.7685], [-6.2689, 2.5401, -1.1213], [-5.0221, 1.9816, -1.2658], [-3.8737, 2.7665, -1.0921], [1.4907, 2.6835, -3.2156], [2.7897, 2.1461, -2.1136], [2.7768, 1.5949, -3.7994], [2.0957, -0.0769, -4.9545], [0.5840, -1.0935, -6.5927], [-1.8173, -1.4015, -6.0543], [-2.6863, -0.6236, -3.8638], [-0.6880, 5.0167, -0.6973], [-2.9331, 5.9881, -0.4417], [-5.3867, 5.7146, -0.3229], [-7.3867, 4.3167, -0.6389], [-7.1532, 1.9368, -1.2810], [-4.8974, 0.9351, -1.5127], [-4.6288, -4.3494, 5.3064], [-4.1347, -3.2994, 4.5614], [-2.7559, -3.0902, 4.4591], [-2.2605, -2.0626, 3.6811], [-3.1370, -1.2488, 2.9800], [-4.5063, -1.4365, 3.0708], [-5.0033, -2.4537, 3.8577], [-2.4427, 0.1409, 2.1340], [-3.4634, 1.0520, 1.6986], [-1.4819, 0.6504, 3.0896], [-1.5237, -0.3597, 0.8197], [-2.2168, -1.2437, -0.0011], [-3.5075, -1.4730, 0.2619], [-4.1634, -2.2999, -0.5387], [-3.5577, -2.9255, -1.6123], [-2.2060, -2.6692, -1.7682], [-1.5360, -1.8485, -0.9731], [-4.0148, -4.7589, 5.9876], [-5.5964, -4.3122, 5.5725], [-2.0749, -3.7271, 5.0113], [-1.1957, -1.8821, 3.6195], [-5.1613, -0.7767, 2.5164], [-6.0734, -2.6012, 3.9421], [-5.2089, -2.4602, -0.2920], [-4.0959, -3.5881, -2.2735], [-1.6235, -3.1441, -2.5500], [1.0872, -0.0190, 2.5629], [1.6785, 0.5298, 3.0889], [0.1917, 0.1972, 2.8848], [4.8798, 0.3886, -1.8677], [4.1308, -0.7588, -0.4107], [5.1207, 0.0135, 1.1466], [5.0280, -2.5030, -0.7624], [1.6262, -1.0748, -0.1787], [1.6580, -2.3992, 1.3341], [0.5050, -3.0997, 1.6854], [0.5254, -4.1027, 2.6448], [1.7002, -4.4017, 3.3177], [2.8512, -3.6934, 3.0101], [2.8259, -2.7186, 2.0225], [1.6282, -2.5061, -1.6191], [2.4060, -2.3652, -2.7667], [2.4603, -3.3442, -3.7492], [1.7310, -4.5120, -3.6027], [0.9882, -4.7009, -2.4460], [0.9471, -3.7147, -1.4704], [5.9528, 0.1909, -1.9046], [4.7348, 1.4472, -1.6476], [4.4651, 0.1699, -2.8528], [6.1289, -0.4039, 1.1645], [4.6450, -0.1914, 2.1063], [5.2024, 1.0940, 1.0211], [6.1004, -2.3317, -0.8703], [4.6514, -2.9562, -1.6783], [4.8653, -3.2107, 0.0509], [-0.4343, -2.8643, 1.2014], [-0.3809, -4.6533, 2.8691], [1.7175, -5.1727, 4.0781], [3.7737, -3.9032, 3.5383], [3.7442, -2.1940, 1.7921], [3.0089, -1.4715, -2.8832], [3.0767, -3.1982, -4.6291], [1.7536, -5.2760, -4.3702], [0.4436, -5.6270, -2.2984], [0.3880, -3.9081, -0.5670], [4.5899, 3.9281, 0.9107], [3.5337, 3.2579, 0.1765], [2.6889, 4.2284, -0.5053], [2.7957, 2.2467, 0.9553], [1.5565, 2.7364, 1.6810], [1.6964, 3.6480, 2.7248], [0.5869, 4.2354, 3.3125], [-0.6733, 3.9222, 2.8337], [-0.8136, 2.9745, 1.8289], [0.2842, 2.3188, 1.2640], [5.2014, 4.4921, 0.2030], [5.2275, 3.1931, 1.4037], [4.2183, 4.6373, 1.6662], [3.2629, 4.6931, -1.3117], [2.3362, 5.0257, 0.1671], [1.8194, 3.7324, -0.9247], [3.5064, 1.8118, 1.6604], [2.4917, 1.4563, 0.2580], [2.6878, 3.9071, 3.0790], [0.7108, 4.9410, 4.1247], [-1.5543, 4.3923, 3.2537], [-1.8197, 2.7467, 1.5059]],
  "forces_ev_per_a": [[1.28, 0.32, 0.16], [-0.02, 0.19, 0.13], [-0.09, -0.28, -0.25], [-0.31, 0.11, 0.12], [0.15, -0.06, -0.05], [0.06, 0.01, -0.01], [-0.06, 0.00, 0.00], [-0.03, -0.01, 0.15], [0.31, -0.30, -0.51], [-0.87, 0.32, 0.25], [0.15, -0.30, -0.76], [0.33, 0.42, 0.58], [-0.48, -0.28, -0.40], [0.01, 1.27, -0.76], [0.03, 0.27, 0.09], [0.19, -0.05, 0.00], [-0.14, -0.25, -0.02], [0.01, 0.05, 0.01], [-0.07, 0.05, 0.01], [0.07, -0.04, -0.03], [0.02, 0.02, -0.03], [-0.08, 0.07, -0.01], [-0.03, -0.03, 0.02], [-0.04, -0.01, -0.07], [0.01, -0.05, 0.03], [0.00, -0.01, 0.03], [0.00, -0.01, 0.00], [0.01, -0.01, 0.01], [0.00, -0.01, 0.00], [0.00, -0.01, 0.01], [0.00, 0.01, -0.01], [0.01, 0.00, -0.01], [0.01, 0.01, 0.00], [0.00, -0.01, 0.05], [-0.05, -0.01, 0.02], [-0.01, -0.04, -0.08], [0.05, 0.07, -0.09], [-0.02, -0.03, 0.04], [0.00, 0.00, -0.01], [0.23, 0.04, -0.23], [-0.01, 0.10, -0.15], [-0.02, -0.02, 0.07], [-0.01, 0.45, 0.92], [-0.13, -0.28, -0.03], [0.05, -0.17, -0.16], [-0.95, -0.14, 0.31], [-0.78, -0.98, -0.21], [0.11, 0.33, -0.20], [0.06, 0.01, 0.04], [-0.02, -0.01, 0.01], [0.08, -0.06, -0.06], [0.29, 0.11, 0.33], [-0.02, 0.00, 0.05], [-0.01, 0.00, 0.06], [0.01, 0.00, -0.03], [0.05, -0.07, 0.04], [-0.02, -0.03, 0.02], [0.00, 0.00, -0.02], [0.01, -0.03, -0.06], [0.02, -0.02, 0.02], [0.04, -0.01, -0.02], [0.06, -0.23, 0.20], [-0.05, 0.11, -0.06], [0.06, 0.12, 0.06], [-0.29, -0.10, 0.11], [0.53, 0.27, -0.06], [-0.17, -0.11, -0.09], [-0.32, 0.07, 0.11], [1.60, -1.82, -0.05], [-0.24, 0.16, -0.05], [0.01, 0.00, 0.06], [-0.04, 0.00, 0.04], [0.00, 0.00, 0.04], [0.01, -0.04, 0.02], [0.04, 0.10, -0.11], [-0.14, 0.31, -0.10], [-0.07, 0.11, 0.03], [0.04, -0.01, -0.08], [-0.01, -0.05, -0.02], [-0.01, -0.04, -0.01], [-0.04, 0.02, 0.01], [0.01, -0.04, 0.05], [0.02, -0.04, 0.04], [0.02, 0.00, 0.01], [0.00, -0.06, -0.03], [0.02, 0.02, 0.01], [0.10, -0.17, -0.05], [0.01, 0.09, 0.03], [0.04, 0.00, 0.03], [0.01, 0.00, -0.02], [-0.06, -0.03, -0.03], [-0.04, 0.03, 0.01], [0.00, -0.01, -0.02], [0.01, 0.00, -0.03], [-0.01, -0.03, 0.10], [-0.08, 0.03, -0.13], [0.00, 0.03, 0.01], [0.03, 0.00, 0.01], [0.00, 0.02, 0.01], [-0.08, 0.00, -0.04], [0.01, -0.01, -0.07], [-0.13, -0.05, 0.13], [0.15, -0.03, 0.12], [-0.15, 0.37, 0.05], [0.13, -0.04, -0.26], [-0.01, 0.03, -0.06], [0.00, 0.05, 0.05], [-0.02, 0.00, -0.02], [0.16, 0.11, 0.04], [-0.15, 0.21, 0.72], [0.04, 0.01, 0.04], [0.01, 0.06, 0.01], [0.00, 0.00, -0.01], [-0.03, 0.02, 0.00], [-0.04, -0.03, 0.00], [-0.10, 0.02, -0.04], [-0.19, -0.03, -0.09], [0.07, 0.01, 0.07], [0.00, 0.00, -0.03], [-0.01, 0.00, -0.01], [0.00, -0.01, 0.00], [-0.08, -0.05, 0.06]],
  "lumo_energy_ev": -0.90,
  "e_above_lowest_kcal_mol": 27.60,
  "spin_multiplicity": 1
}

***

2.
{
  "formula": "C3H12NO",
  "method": "ωB97M-V with the def2-TZVPD basis set",
  "elements": ["C", "C", "C", "N", "H", "H", "H", "H", "H", "H", "H", "H", "H", "H", "O", "H", "H"],
  "coordinates": [[-0.1617, 0.8784, -0.3688], [0.2289, -0.9622, 1.3011], [-1.9890, 0.2349, 1.0834], [-0.7701, -0.2604, 0.4149], [0.4732, 0.3751, -1.1173], [0.4871, 1.4526, 0.3138], [-0.8319, 1.5814, -0.8916], [0.9840, -1.3813, 0.6150], [-0.1282, -1.7671, 1.9653], [0.7079, -0.1835, 1.9181], [-2.6713, 0.7707, 0.4023], [-1.7037, 0.9159, 1.9029], [-2.5263, -0.6271, 1.5133], [-1.0777, -0.9487, -0.3073], [3.0479, -0.0643, -2.5195], [3.6779, -0.2947, -3.2394], [2.2531, 0.2802, -2.9862]],
  "forces_ev_per_a": [[1.81, -0.27, -0.28], [1.12, 0.50, -0.14], [-1.00, -0.17, 1.33], [-1.14, -0.12, -1.28], [-0.03, 0.52, 0.28], [-0.33, -0.26, -0.29], [-0.30, -0.83, 0.58], [-0.22, 0.18, 0.40], [-0.59, 0.53, -0.64], [-0.23, -0.37, -0.24], [0.60, -0.36, 0.06], [-0.02, -0.29, -0.39], [0.22, 0.41, -0.12], [0.20, 0.50, 0.73], [-0.45, 0.12, -1.02], [-0.65, 0.25, 0.73], [1.02, -0.35, 0.27]],
  "lumo_energy_ev": -3.30,
  "e_above_lowest_kcal_mol": 28.09,
  "charge": 1,
  "spin_multiplicity": 1
}

***

3.
{
  "formula": "C20H23NO5",
  "method": "ωB97M-V with the def2-TZVPD basis set",
  "elements": ["O", "C", "O", "C", "C", "C", "C", "C", "C", "N", "O", "O", "C", "C", "C", "C", "C", "C", "C", "O", "C", "C", "C", "C", "C", "C", "H", "H", "H", "H", "H", "H", "H", "H", "H", "H", "H", "H", "H", "H", "H", "H", "H", "H", "H", "H", "H", "H", "H"],
  "coordinates": [[-0.9149, -1.7127, -2.3268], [-0.6022, -0.9182, -1.4838], [0.3055, 0.0169, -1.8165], [0.5930, 1.1205, -0.9594], [1.7873, 0.7836, -0.0832], [1.7924, 0.8362, 1.3069], [2.9311, 0.4974, 2.0248], [4.0793, 0.0940, 1.3724], [4.0708, 0.0390, -0.0158], [5.2660, -0.3740, -0.7172], [5.2538, -0.3203, -1.9265], [6.2058, -0.7433, -0.0479], [2.9425, 0.3820, -0.7438], [-0.6852, 1.5772, -0.2525], [-0.5140, 2.8920, 0.5349], [-1.3750, 3.9337, -0.1816], [-2.5155, 3.1043, -0.7577], [-1.7956, 1.8744, -1.2986], [-1.1688, 0.4242, 0.6074], [-1.5835, 0.5667, 1.7302], [-1.1295, -0.9482, -0.0572], [-0.1856, -1.8458, 0.7841], [-0.2934, -3.3183, 0.4062], [-1.7204, -3.8142, 0.6004], [-2.6550, -3.0131, -0.2958], [-2.5643, -1.5231, 0.0157], [0.9125, 1.9115, -1.6542], [0.9107, 1.1324, 1.8495], [2.9127, 0.5463, 3.1021], [4.9751, -0.1765, 1.9093], [2.9653, 0.3197, -1.8217], [-0.8914, 2.7395, 1.5480], [0.5299, 3.1973, 0.5927], [-0.8109, 4.4009, -0.9904], [-1.7186, 4.7144, 0.4938], [-3.2040, 2.8154, 0.0374], [-3.0743, 3.6257, -1.5325], [-2.4693, 1.0315, -1.4476], [-1.3321, 2.1034, -2.2603], [0.8471, -1.5103, 0.6625], [-0.4634, -1.7176, 1.8334], [-0.0027, -3.4548, -0.6368], [0.3977, -3.8899, 1.0289], [-1.7846, -4.8744, 0.3523], [-2.0117, -3.6924, 1.6467], [-2.3906, -3.1826, -1.3388], [-3.6880, -3.3340, -0.1480], [-2.9269, -1.3432, 1.0311], [-3.2075, -0.9731, -0.6757]],
  "forces_ev_per_a": [[0.00, 0.02, 0.08], [-0.30, -0.15, -0.07], [0.30, 0.01, -0.38], [-0.04, 0.34, 0.27], [0.10, -0.01, 0.05], [0.08, 0.07, -0.15], [-0.03, 0.00, -0.06], [0.17, -0.08, -0.17], [-1.06, 0.37, 0.55], [0.37, -0.11, -0.20], [0.05, -0.02, -0.33], [0.29, -0.11, 0.13], [0.23, -0.08, 0.04], [0.28, 0.14, 0.12], [0.03, 0.07, -0.01], [-0.08, -0.06, 0.06], [0.10, 0.04, -0.07], [-0.12, 0.01, -0.01], [0.14, 0.23, -0.25], [-0.07, -0.10, 0.05], [-0.27, -0.16, 0.37], [0.26, -0.19, -0.12], [-0.08, 0.00, 0.21], [0.07, -0.01, -0.29], [-0.08, -0.06, 0.12], [-0.02, -0.13, -0.26], [-0.16, -0.11, 0.16], [-0.13, 0.07, 0.08], [0.02, 0.00, 0.10], [0.02, -0.01, 0.02], [0.03, 0.00, -0.05], [0.11, -0.01, -0.02], [0.04, 0.00, 0.07], [0.00, 0.07, -0.05], [0.04, 0.10, -0.01], [-0.07, 0.01, 0.04], [-0.10, -0.01, 0.00], [-0.01, -0.05, -0.12], [0.01, -0.05, -0.03], [-0.07, -0.02, 0.09], [0.01, 0.07, -0.02], [0.08, -0.08, -0.02], [0.05, 0.01, -0.05], [-0.03, -0.04, 0.07], [-0.02, -0.05, 0.09], [-0.09, -0.05, 0.04], [-0.03, 0.00, -0.03], [0.05, 0.05, -0.06], [-0.03, 0.07, 0.05]],
  "lumo_energy_ev": -0.66,
  "e_above_lowest_kcal_mol": 68.48,
  "smiles": "O=C1O[C@H](c2cccc([N+](=O)[O-])c2)[C@]2(CCCC2)C(=O)[C@]12CCCCC2",
  "spin_multiplicity": 1
}

***

DFT total energy for every record listed, in sequence, given in eV: -221428.447, -6836.197, -32839.273.